# 1
One molecule with the formula C6H5N5O3. Source: OMol25; level of theory: ωB97M-V with the def2-TZVPD basis set.

```
19
Properties=species:S:1:pos:R:3:forces:R:3
C -0.824 1.639 1.028 -1.032 0.732 -0.940
C -0.206 -2.087 -1.274 0.537 1.486 2.205
C 0.123 -0.638 0.187 0.217 -0.392 -0.742
C -1.195 1.234 -1.144 4.738 2.033 2.393
C 0.294 1.260 1.600 -0.149 -0.346 -0.448
C 1.323 1.883 2.458 2.100 0.891 -1.133
N -1.721 1.619 0.172 -0.591 -0.406 1.225
N 0.374 -1.916 -0.044 -0.585 1.120 -0.630
N -0.789 -1.019 -1.723 -0.664 -1.521 -3.503
N -0.520 -0.022 -0.923 0.507 -2.402 2.404
N -0.119 -3.374 -1.927 0.376 -0.353 0.122
O -0.997 -3.691 -2.675 -1.107 0.061 -0.837
O 0.840 -4.060 -1.658 0.316 0.198 0.268
O 0.537 -0.096 1.324 0.274 0.036 0.709
H -0.309 1.942 -1.245 -1.354 -0.367 -0.954
H -1.786 1.143 -1.990 -1.537 0.013 -1.111
H 1.393 2.995 2.311 -0.664 -0.955 0.438
H 2.343 1.579 1.997 -1.537 0.038 1.160
H 1.240 1.610 3.526 0.155 0.133 -0.629
```
Forces are in eV/Å.

Summary:
HOMO energy in eV: -9.47
Energy relative to the best compared isomer or geometry (same formula, charge and spin) in kJ/mol: 481.68
Orbital gap in eV: 8.94
SMILES: CC1=C=NCn2nc([N+](=O)[O-])nc2O1
Electronic energy in eV: -19889.100

Charge distribution, natural (NBO) scheme, values in e: atom 1 (C): 0.3159, atom 2 (C): 0.3381, atom 3 (C): 0.6180, atom 4 (C): -0.0445, atom 5 (C): 0.1263, atom 6 (C): -0.6575, atom 7 (N): -0.3845, atom 8 (N): -0.4448, atom 9 (N): -0.2432, atom 10 (N): -0.2021, atom 11 (N): 0.5149, atom 12 (O): -0.3413, atom 13 (O): -0.3445, atom 14 (O): -0.4214, atom 15 (H): 0.1941, atom 16 (H): 0.2423, atom 17 (H): 0.2447, atom 18 (H): 0.2438, atom 19 (H): 0.2458

***

# 2
C6H5N5ORhSbSe4 as an isolated structure. Source: OMol25; level of theory: ωB97M-V with the def2-TZVPD basis set.

```
23
Properties=species:S:1:pos:R:3:forces:R:3
Rh 0.930 -0.390 0.995 -0.065 0.026 0.075
N -1.934 1.770 -1.363 0.026 -0.050 0.080
C -1.167 1.785 -0.271 0.016 0.026 -0.034
N -0.509 0.645 -0.224 -0.019 -0.120 0.038
C -0.930 -0.039 -1.327 0.031 0.139 0.065
N -1.800 0.616 -2.051 0.017 -0.053 -0.023
C -0.359 -1.366 -1.558 0.057 -0.033 0.031
C -0.663 -2.196 -2.625 -0.026 0.009 -0.020
N -0.090 -3.385 -2.767 0.046 0.016 0.070
C 0.790 -3.745 -1.838 -0.047 -0.043 -0.085
C 1.107 -2.933 -0.759 0.005 0.081 0.013
N 0.531 -1.743 -0.627 0.049 -0.134 -0.026
H -2.560 2.485 -1.694 -0.027 0.019 -0.013
H -1.091 2.586 0.449 -0.021 0.021 -0.004
H -1.383 -1.886 -3.372 0.001 0.005 0.005
H 1.263 -4.712 -1.951 -0.002 -0.006 0.002
H 1.821 -3.210 0.005 -0.015 -0.014 0.004
O 2.001 -1.491 1.770 -0.211 0.218 -0.125
Se 2.115 5.284 2.752 -0.108 -0.011 0.177
Sb 0.724 3.794 3.944 0.155 -0.012 0.017
Se 1.722 3.075 6.129 -0.075 0.100 -0.154
Se -1.619 3.451 4.015 -0.026 0.016 -0.019
Se 1.103 1.605 2.369 0.238 -0.199 -0.073
```
Forces are in eV/Å.

Summary:
HOMO energy (alpha / beta) in eV: -8.11 / -8.06
Energy relative to the best compared isomer or geometry (same formula, charge and spin) in kJ/mol: 145.01
Orbital gap (alpha / beta) in eV: 6.69 / 5.73
2S+1: 5
Electronic energy in eV: -286728.898

Charge distribution, natural (NBO) scheme, values in e: atom 1 (Rh): 0.7830, atom 2 (N): -0.3235, atom 3 (C): 0.2486, atom 4 (N): -0.5319, atom 5 (C): 0.2833, atom 6 (N): -0.2300, atom 7 (C): 0.1162, atom 8 (C): 0.0362, atom 9 (N): -0.3390, atom 10 (C): 0.0112, atom 11 (C): 0.0325, atom 12 (N): -0.4068, atom 13 (H): 0.4350, atom 14 (H): 0.2703, atom 15 (H): 0.2251, atom 16 (H): 0.2171, atom 17 (H): 0.2480, atom 18 (O): -0.4597, atom 19 (Se): -0.5449, atom 20 (Sb): 1.0017, atom 21 (Se): -0.1256, atom 22 (Se): -0.5718, atom 23 (Se): -0.3749

***

# 3
One molecule with the formula C6H5NO. Source: OMol25; level of theory: ωB97M-V with the def2-TZVPD basis set.

```
13
Properties=species:S:1:pos:R:3:forces:R:3
C -1.103 -1.591 0.143 -0.444 -2.380 0.955
C -0.677 -0.347 0.419 -1.499 5.469 -0.539
C 0.621 -0.266 1.177 2.765 2.289 0.030
C 1.427 0.927 0.828 -1.559 0.085 0.349
C 0.309 1.239 -1.263 -1.258 -0.644 3.746
C -0.564 0.235 -0.978 3.077 2.852 -0.470
H -1.660 0.236 0.840 2.437 -1.090 -0.078
H 0.788 -1.307 1.882 0.246 3.809 -1.847
H 2.274 1.631 1.202 -1.087 -2.775 0.383
H 0.300 1.697 -2.183 0.493 0.987 -1.937
H -1.029 -0.171 -1.846 -0.657 -0.524 -0.146
N -1.346 -2.683 0.037 -1.002 -3.358 -0.689
O 1.083 1.939 -0.264 -1.513 -4.720 0.244
```
Forces are in eV/Å.

Summary:
HOMO energy in eV: -9.35
Energy relative to the best compared isomer or geometry (same formula, charge and spin) in kJ/mol: 360.64
Orbital gap in eV: 9.78
SMILES: N#CC1C=COC=C1
Electronic energy in eV: -9835.470

Charge distribution, natural (NBO) scheme, values in e: atom 1 (C): 0.2766, atom 2 (C): -0.4300, atom 3 (C): -0.2738, atom 4 (C): 0.1269, atom 5 (C): 0.1433, atom 6 (C): -0.2533, atom 7 (H): 0.2582, atom 8 (H): 0.2869, atom 9 (H): 0.2472, atom 10 (H): 0.1934, atom 11 (H): 0.2379, atom 12 (N): -0.3005, atom 13 (O): -0.5127

***

# 4
One molecule with the formula C6H5NO. Source: OMol25; level of theory: ωB97M-V with the def2-TZVPD basis set.

```
13
Properties=species:S:1:pos:R:3:forces:R:3
C -0.727 -1.765 0.537 -3.504 -0.013 -2.396
C 0.223 -0.773 0.172 1.166 3.135 -2.568
C 0.996 -0.337 -0.947 -1.226 -1.131 5.373
C 1.119 1.123 -0.800 0.240 -1.104 -2.803
C 0.180 1.596 -0.043 -1.773 -0.102 2.024
C -0.365 0.455 0.731 -3.175 -1.317 -1.402
H -0.547 -2.741 0.316 0.373 -2.999 -0.087
H 1.633 -1.001 -1.412 1.133 -0.985 -1.675
H 1.599 1.704 -1.534 1.047 0.641 -0.529
H -0.151 2.580 0.125 0.025 1.093 0.092
H -0.074 0.476 1.731 0.154 0.567 2.240
N -2.011 -1.423 0.467 4.532 2.906 2.182
O -1.875 0.106 0.657 1.008 -0.690 -0.452
```
Forces are in eV/Å.

Summary:
HOMO energy in eV: -8.75
Energy relative to the best compared isomer or geometry (same formula, charge and spin) in kJ/mol: 391.94
Orbital gap in eV: 8.40
SMILES: C1=C[C@H]2ON=CC2=C1
Electronic energy in eV: -9835.146

Charge distribution, natural (NBO) scheme, values in e: atom 1 (C): -0.0259, atom 2 (C): -0.0697, atom 3 (C): -0.1619, atom 4 (C): -0.2145, atom 5 (C): -0.1680, atom 6 (C): -0.0083, atom 7 (H): 0.1983, atom 8 (H): 0.2125, atom 9 (H): 0.2170, atom 10 (H): 0.2233, atom 11 (H): 0.2158, atom 12 (N): -0.0020, atom 13 (O): -0.4164

***

# 5
One molecule with the formula C6H5NO. Source: OMol25; level of theory: ωB97M-V with the def2-TZVPD basis set.

```
13
Properties=species:S:1:pos:R:3:forces:R:3
C 0.027 2.060 0.090 -1.335 2.151 0.558
C 0.431 0.687 -0.074 0.376 -0.968 0.563
C 1.709 -1.033 0.016 1.655 -0.061 -0.337
C -0.333 -0.439 0.031 4.065 0.711 0.053
C -1.685 -0.429 -0.032 -2.580 -0.612 0.464
C -2.883 -0.415 -0.022 -0.804 0.103 -0.625
H -1.113 2.132 -0.002 1.691 -0.078 -0.070
H 0.519 2.668 -0.663 -0.200 0.345 -0.207
H 0.277 2.562 1.085 -0.100 -1.060 -1.057
H 2.714 -1.546 -0.033 -1.553 0.602 0.180
H -3.927 -0.387 -0.264 0.277 -0.034 0.342
N 0.540 -1.535 0.142 0.051 -0.112 -0.477
O 1.770 0.342 -0.147 -1.543 -0.989 0.614
```
Forces are in eV/Å.

Summary:
HOMO energy in eV: -8.69
Energy relative to the best compared isomer or geometry (same formula, charge and spin) in kJ/mol: 120.59
Orbital gap in eV: 9.61
SMILES: C#Cc1ncoc1C
Electronic energy in eV: -9837.958

Charge distribution, natural (NBO) scheme, values in e: atom 1 (C): -0.6762, atom 2 (C): 0.3161, atom 3 (C): 0.3225, atom 4 (C): -0.0966, atom 5 (C): 0.0439, atom 6 (C): -0.2369, atom 7 (H): 0.2517, atom 8 (H): 0.2327, atom 9 (H): 0.2384, atom 10 (H): 0.2038, atom 11 (H): 0.2374, atom 12 (N): -0.4174, atom 13 (O): -0.4194

***

# 6
One molecule with the formula C6H5NO2. Source: OMol25; level of theory: ωB97M-V with the def2-TZVPD basis set.

```
14
Properties=species:S:1:pos:R:3:forces:R:3
C -0.173 -1.358 1.934 -0.854 -0.578 1.186
C -1.323 -0.901 -1.222 1.472 -0.870 2.612
C 1.475 -0.377 0.068 -1.338 1.236 1.321
C -0.478 1.323 -0.717 -2.166 0.078 2.429
C 0.338 0.736 0.448 2.323 2.026 0.437
C 0.196 -0.603 0.848 -0.267 -1.539 -3.452
N -0.622 -1.965 2.814 0.433 0.176 -0.291
O -1.865 -1.826 -1.681 0.009 0.300 -0.048
O -1.164 0.323 -1.496 0.441 1.565 -1.739
H 1.615 -0.399 -0.979 -0.644 -0.928 -1.166
H 2.463 -0.524 0.512 -0.500 0.736 0.685
H -1.359 1.990 -0.424 1.270 -0.935 0.310
H 0.175 1.996 -1.205 0.610 -0.045 -1.793
H 0.721 1.586 1.099 -0.790 -1.221 -0.491
```
Forces are in eV/Å.

Summary:
HOMO energy (alpha / beta) in eV: -8.52 / -8.31
Energy relative to the best compared isomer or geometry (same formula, charge and spin) in kJ/mol: 567.33
Orbital gap (alpha / beta) in eV: 8.08 / 7.37
Electronic energy in eV: -11882.665

Charge distribution, natural (NBO) scheme, values in e: atom 1 (C): 0.2302, atom 2 (C): 0.8825, atom 3 (C): -0.4153, atom 4 (C): -0.0553, atom 5 (C): -0.2655, atom 6 (C): -0.2218, atom 7 (N): -0.2996, atom 8 (O): -0.4739, atom 9 (O): -0.4731, atom 10 (H): 0.2076, atom 11 (H): 0.2249, atom 12 (H): 0.2074, atom 13 (H): 0.2141, atom 14 (H): 0.2378

***

Calculated values (eV Å⁻¹) of largest force on an atom for the records, taken in order: 5.7 0.3 5.7 5.8 4.1 3.8.